Record 1
Computed, not measured: a single C17H18N6O2 molecule in a non-equilibrium geometry, with ωB97M-V/def2-TZVPD.

Last column: Löwdin charge in e.
Atoms and positions in Å:
1 C -5.273 0.241 -1.393  -0.0692
2 O -5.804 -0.892 -0.674  -0.0937
3 C -5.017 -1.516 0.262  -0.2750
4 C -5.620 -2.363 1.184  -0.0254
5 C -4.919 -2.984 2.197  -0.0794
6 C -3.557 -2.707 2.327  -0.0525
7 C -2.882 -1.965 1.372  -0.2579
8 N -1.492 -1.877 1.469  0.0243
9 N -0.800 -1.143 0.678  0.1128
10 C 0.515 -0.935 1.048  -0.1464
11 C 1.215 -1.493 2.111  -0.2498
12 N 0.755 -2.372 3.070  0.1542
13 N 2.507 -1.036 2.063  0.1547
14 N 2.636 -0.139 0.989  0.0754
15 C 3.719 0.652 0.614  -0.3843
16 O 4.752 0.620 1.273  0.0429
17 C 3.562 1.474 -0.567  -0.0630
18 C 2.284 1.510 -1.145  -0.1887
19 N 1.210 0.804 -0.613  0.1596
20 C 1.414 -0.043 0.354  -0.2204
21 C 2.002 2.298 -2.379  -0.1483
22 C 3.249 2.688 -3.137  -0.2125
23 C 4.382 3.266 -2.251  -0.1683
24 C 4.763 2.255 -1.118  -0.1212
25 C -3.630 -1.354 0.317  0.0522
26 H -4.734 0.962 -0.750  0.1001
27 H -4.600 -0.097 -2.171  0.0823
28 H -6.128 0.754 -1.883  0.0975
29 H -6.692 -2.556 1.100  0.1219
30 H -5.436 -3.661 2.900  0.1153
31 H -3.039 -3.117 3.205  0.1079
32 H -0.211 -2.689 2.868  0.0824
33 H 1.395 -3.074 3.442  0.1123
34 H 3.007 -0.861 2.914  0.1625
35 H 1.382 1.735 -3.070  0.1186
36 H 1.539 3.244 -2.104  0.1248
37 H 2.945 3.379 -3.914  0.1001
38 H 3.635 1.821 -3.720  0.1233
39 H 5.256 3.455 -2.886  0.1070
40 H 4.060 4.180 -1.784  0.1001
41 H 5.481 1.550 -1.517  0.1117
42 H 5.233 2.785 -0.280  0.1160
43 H -3.061 -0.802 -0.403  0.0960

The value obtained for the max |F| is 2.44 eV Å⁻¹. For the calculated total energy, the calculation gives -1137.57492 Ha. The structure (SMILES) is COc1cccc(/N=N/c2c(N)[nH]n3c(=O)c4c(nc23)CCCC4)c1. For the energy above the lowest of the compared OMol25 structures with the same formula, charge and spin, the calculation gives 85.2 kcal per mole. The lowest unoccupied orbital energy comes out at -0.48 eV.



Record 2
Computed, not measured: a molecular structure, C5H6OS2 in a non-equilibrium geometry, with ωB97M-V/def2-TZVPD.

Last column: Löwdin charge in e.
Atoms and positions in Å:
1 C -0.484 -0.945 -0.020  -0.7067
2 C 0.432 -0.344 1.086  -0.4179
3 C 0.498 -0.249 -0.984  -0.5016
4 C 0.483 1.229 -0.675  -0.2714
5 C 0.411 1.183 0.794  -0.2577
6 H -2.646 -1.658 -0.466  -0.1637
7 H -0.427 -2.041 -0.033  0.0949
8 H 0.343 -0.715 2.107  0.1152
9 H 0.504 -0.473 -2.081  0.1311
10 H 0.990 1.991 -1.264  0.1582
11 H 0.917 1.858 1.450  0.1429
12 O -0.698 1.587 0.010  -0.0883
13 S -2.200 -0.549 0.050  0.8375
14 S 1.877 -0.875 0.026  0.9275

The value obtained for the max |F| is 3.34 eV Å⁻¹. For the calculated total energy, the calculation gives -1065.63671 Ha. For the energy above the lowest of the compared OMol25 structures with the same formula, charge and spin, the calculation gives 57.7 kcal per mole. The lowest unoccupied orbital energy comes out at 0.72 eV.



Record 3
Computed, not measured: 2 unconnected molecules or ions with the total composition C5H15BIO, with ωB97M-V/def2-TZVPD.

Last column: Löwdin charge in e.
Atoms and positions in Å:
1 C -0.142 1.118 -1.860  -0.1029
2 C 0.169 1.194 -0.358  -0.2499
3 C -0.351 -0.045 0.358  -0.2245
4 C 0.349 -0.412 1.671  -0.4369
5 C 0.022 0.613 2.770  -0.0980
6 B 1.871 -0.738 1.460  -0.6142
7 I 3.388 0.730 1.908  0.8501
8 H -1.147 0.726 -2.000  0.0476
9 H 0.565 0.417 -2.303  0.0706
10 H -0.013 2.066 -2.366  0.0799
11 H -0.278 2.097 0.042  0.1144
12 H 1.243 1.303 -0.254  0.0714
13 H -1.403 0.129 0.593  0.1229
14 H -0.335 -0.909 -0.317  0.0845
15 H -0.091 -1.358 1.993  0.1217
16 H -0.173 1.596 2.358  0.0770
17 H -0.892 0.301 3.268  0.0825
18 H 0.793 0.661 3.527  0.0481
19 H 2.255 -1.766 1.007  0.0101
20 O -1.333 -1.762 -2.903  0.3365
21 H -0.745 -2.528 -2.724  0.2077
22 H -1.910 -1.558 -2.134  0.1919
23 H -1.842 -1.875 -3.735  0.2094

Its total charge is +1. The value obtained for the max |F| is 0.80 eV Å⁻¹. For the calculated total energy, the calculation gives -596.96427 Ha. The lowest unoccupied orbital energy comes out at -5.38 eV.



Record 4
Computed, not measured: a single C4H7N3OS molecule in a non-equilibrium geometry, with ωB97M-V/def2-TZVPD.

Last column: Löwdin charge in e.
Atoms and positions in Å:
1 C -1.205 2.183 0.170  -0.0304
2 N -1.242 0.751 -0.019  -0.0922
3 C -1.910 -0.350 -0.241  -0.7713
4 S -3.292 -1.232 0.038  0.6043
5 C -0.466 -0.264 -0.820  -0.0852
6 C 0.726 -0.884 -0.213  -0.4305
7 O 0.529 -1.260 1.055  0.0416
8 N 1.857 -0.987 -0.815  0.0028
9 N 2.960 -1.290 -0.033  0.0131
10 H -0.755 2.280 1.267  0.1255
11 H -0.519 2.724 -0.596  0.1233
12 H -2.190 2.647 0.249  0.0797
13 H -0.244 0.021 -1.794  0.1149
14 H -0.398 -0.843 1.290  0.1512
15 H 3.620 -1.959 -0.406  0.0811
16 H 2.528 -1.537 0.868  0.0720

The value obtained for the max |F| is 3.26 eV Å⁻¹. For the calculated total energy, the calculation gives -794.18190 Ha. The structure (SMILES) is CN1C(=S)[C@@H]1/C(O)=N/N. For the energy above the lowest of the compared OMol25 structures with the same formula, charge and spin, the calculation gives 93.1 kcal per mole. The lowest unoccupied orbital energy comes out at 0.38 eV.



Record 5
Computed, not measured: a molecular structure, C27H45NO2P2Ti in a non-equilibrium geometry, with ωB97M-V/def2-TZVPD.

Last column: Löwdin charge in e.
Atoms and positions in Å:
1 Ti -0.638 0.404 -1.645  0.7174
2 C -0.610 -2.260 1.562  -0.2101
3 C -1.551 -1.228 1.772  -0.2527
4 C -2.024 -2.223 -0.251  -0.2545
5 C -0.840 -2.812 0.282  -0.2375
6 C -2.403 -1.162 0.629  -0.2415
7 C 0.359 -2.836 2.506  -0.0250
8 H 0.327 -2.352 3.480  0.0766
9 H 1.375 -2.767 2.110  0.0750
10 H 0.158 -3.902 2.665  0.0983
11 C -0.014 -3.897 -0.260  -0.0490
12 H 1.048 -3.588 -0.252  0.0870
13 H -0.269 -4.180 -1.290  0.0647
14 H -0.073 -4.807 0.369  0.0950
15 C -2.965 -2.874 -1.185  -0.0421
16 H -3.807 -3.284 -0.595  0.1038
17 H -2.471 -3.702 -1.700  0.0767
18 H -3.394 -2.187 -1.926  0.0755
19 C -3.710 -0.466 0.597  -0.0662
20 H -4.484 -1.158 0.986  0.1026
21 H -4.022 -0.164 -0.417  0.0691
22 H -3.713 0.436 1.231  0.0708
23 C -1.747 -0.510 3.045  -0.0499
24 H -2.448 -1.054 3.700  0.0977
25 H -2.149 0.499 2.899  0.0743
26 H -0.803 -0.436 3.597  0.0609
27 C 3.167 -0.567 1.607  -0.1053
28 C 3.314 -0.870 2.916  -0.1034
29 C 2.696 -0.102 4.057  -0.1807
30 C 2.952 1.402 4.153  -0.1844
31 C 1.888 2.281 3.642  -0.1118
32 C 0.952 1.948 2.758  -0.1196
33 C 1.078 0.835 1.732  -0.1992
34 C 2.464 0.648 1.055  -0.1878
35 H 3.003 -0.598 4.995  0.1186
36 H 3.907 1.647 3.680  0.1260
37 H 1.606 -0.269 3.967  0.0969
38 H 3.007 1.618 1.045  0.1171
39 H 3.575 -1.207 0.804  0.1086
40 H 3.773 -1.836 3.168  0.1089
41 H 2.386 0.450 -0.036  0.0706
42 H 0.697 -0.143 2.084  0.0810
43 H -0.009 2.472 2.722  0.1014
44 H 0.405 1.100 0.893  0.0431
45 H 3.059 1.632 5.206  0.1124
46 H 1.758 3.219 4.161  0.1045
47 P 0.680 2.244 -1.481  0.7400
48 C 2.327 2.823 -1.937  -0.2230
49 C 0.450 3.574 -0.248  -0.2392
50 P -2.095 2.060 -2.010  0.7720
51 C -0.573 2.983 -2.622  -0.4597
52 C -2.742 3.060 -0.572  -0.2059
53 C -2.959 2.051 -3.585  -0.2306
54 H 2.733 2.348 -2.832  0.0591
55 H 3.024 2.634 -1.110  0.0540
56 H 2.284 3.905 -2.086  0.0623
57 H 0.511 4.485 -0.853  0.0588
58 H 1.228 3.580 0.515  0.0588
59 H -0.515 3.582 0.250  0.0165
60 H -2.612 2.941 -4.124  0.0544
61 H -4.044 2.063 -3.481  0.0599
62 H -2.705 1.119 -4.111  0.0577
63 H -0.321 2.887 -3.688  0.0783
64 H -0.697 4.056 -2.398  0.0735
65 H -3.711 2.650 -0.263  0.0501
66 H -2.805 4.142 -0.790  0.0701
67 H -2.100 2.950 0.308  0.0247
68 O 3.215 -1.404 -2.559  0.1092
69 C 2.101 -1.646 -2.941  -0.4186
70 C 1.632 -2.603 -4.040  -0.0646
71 C 0.125 -2.562 -4.021  -0.0825
72 C -0.138 -1.516 -3.027  -0.4749
73 O -1.317 -0.955 -2.851  -0.1716
74 N 0.922 -1.012 -2.413  0.0918
75 H 1.994 -2.265 -5.018  0.1357
76 H 2.003 -3.625 -3.858  0.1390
77 H -0.357 -2.184 -4.946  0.1499
78 H -0.349 -3.517 -3.728  0.1412

Its total charge is +1. The value obtained for the max |F| is 7.03 eV Å⁻¹. For the calculated total energy, the calculation gives -2792.84334 Ha. The expectation value of S² is 0.801. As for the spin multiplicity: 2. The lowest unoccupied orbital energy (spin up / spin down) comes out at -4.31 / -4.43 eV.



Record 6
Computed, not measured: 2 unconnected molecules or ions with the total composition CHF4NO in a non-equilibrium geometry, with ωB97M-V/def2-TZVPD.

Last column: Löwdin charge in e.
Atoms and positions in Å:
1 C -1.083 0.305 0.031  -0.6072
2 N 1.868 -0.300 -0.583  0.0821
3 O -0.128 1.101 -0.132  0.1938
4 F -1.897 0.064 -1.049  0.0612
5 F -1.946 0.561 1.060  0.0711
6 F 1.255 -1.276 0.070  -0.0190
7 F 2.625 0.294 0.309  0.0248
8 H -0.693 -0.749 0.293  0.1931

The value obtained for the max |F| is 3.87 eV Å⁻¹. For the calculated total energy, the calculation gives -567.91611 Ha. For the energy above the lowest of the compared OMol25 structures with the same formula, charge and spin, the calculation gives 71.5 kcal per mole. The lowest unoccupied orbital energy (spin up / spin down) comes out at -1.24 / -3.59 eV.